Molecular formula: C19H54BBrF7N23O13
Method: DFT, ωB97M-V/def2-TZVPD

Output
molar mass	1036.49	g mol⁻¹
E_LUMO	-0.95	eV
SMILES	NC[C@@H](O)CB(CC(=O)Br)C(F)(F)C(F)(F)C(F)(F)F.NC(N)=O.NC(N)=O.NC(N)=O.NC(N)=O.NC(N)=O.NC(N)=O.NC(N)=O.NC(N)=O.NC(N)=O.NC(N)=O.NC(N)=O

ORCA input file:
```
! wB97M-V def2-TZVPD RIJCOSX def2/J DEFGRID3
* xyz 0 1
N -4.78721 -2.57533 0.94943
C -4.72172 -1.26388 0.14453
C -3.19703 -0.67935 -0.01298
O -2.37808 -0.87047 1.23031
C -2.39891 -1.16700 -1.35862
B -2.85537 -2.62373 -1.96086
C -3.75264 -2.61025 -3.37861
C -5.13804 -3.48189 -3.27855
O -6.25445 -2.89936 -2.83191
Br -5.24735 -5.43387 -3.86126
C -2.49970 -4.10808 -1.35677
F -2.12751 -4.96160 -2.54695
F -3.68512 -4.81637 -0.74715
C -1.29184 -4.14865 -0.25120
F -1.93509 -3.82159 1.07643
F -0.13158 -3.27464 -0.55402
C -0.64851 -5.67669 -0.02753
F 0.19088 -6.12682 -1.16522
F -1.66398 -6.66140 0.42367
F 0.30065 -5.51216 1.13661
H -5.37496 -2.44236 1.80527
H -5.37057 -3.21864 0.33802
H -5.33374 -1.32077 -0.86223
H -5.30816 -0.47311 0.82004
H -3.30929 0.50566 -0.10713
H -1.47367 -0.44308 1.03833
H -2.64654 -0.35671 -2.20003
H -1.25129 -1.05063 -1.14158
H -3.88970 -1.51581 -3.78556
H -3.05978 -3.18002 -4.16637
C 4.60504 -5.15206 -0.98079
O 5.79059 -5.11785 -1.27012
N 3.88199 -4.04276 -0.74317
N 3.91538 -6.30208 -0.87367
H 2.90494 -4.05077 -0.50361
H 4.36316 -3.15568 -0.81333
H 4.42238 -7.16071 -1.04459
H 2.93892 -6.35055 -0.63640
C 1.28268 -0.41568 1.95269
O 0.25011 0.12920 1.59587
N 2.43632 0.25431 2.12605
N 1.35947 -1.73489 2.20455
H 3.29666 -0.17685 2.41930
H 2.42201 1.24984 1.94701
H 0.51312 -2.27635 2.08609
H 2.20055 -2.20168 2.49917
C 5.71746 -0.40335 -2.17369
O 5.71237 -0.64440 -0.97691
N 5.81395 0.84581 -2.66368
N 5.62708 -1.36524 -3.10977
H 5.81979 1.06415 -3.64571
H 5.88401 1.59953 -1.99260
H 5.55267 -2.31993 -2.78336
H 5.62953 -1.18648 -4.09980
C -1.67003 -1.87939 5.13676
O -1.46161 -2.44500 6.19839
N -1.81316 -0.54529 5.03918
N -1.77520 -2.53945 3.96933
H -1.98523 -0.06149 4.17407
H -1.74098 -0.01063 5.89491
H -1.67376 -3.54562 3.99844
H -1.94664 -2.09134 3.08506
C 4.96252 3.72125 0.13412
O 6.14807 3.75547 -0.15522
N 4.23947 4.83056 0.37173
N 4.27286 2.57124 0.24123
H 3.26242 4.82254 0.61130
H 4.72064 5.71763 0.30158
H 4.77986 1.71260 0.07032
H 3.29641 2.52277 0.47851
C -2.63142 3.48406 -1.25744
O -2.80345 2.33190 -1.62262
N -1.72391 4.29913 -1.82481
N -3.33394 4.04192 -0.25499
H -1.56780 5.25067 -1.53795
H -1.17361 3.91834 -2.58344
H -4.02761 3.46236 0.19937
H -3.20662 4.98885 0.06001
C 5.81310 7.19183 -2.25905
O 5.80802 6.95078 -1.06227
N 5.90960 8.44100 -2.74904
N 5.72272 6.22995 -3.19513
H 5.91544 8.65934 -3.73107
H 5.97966 9.19471 -2.07796
H 5.64832 5.27525 -2.86871
H 5.72517 6.40870 -4.18516
C -2.13089 1.31288 -5.35843
O -1.76068 0.17269 -5.12753
N -2.45195 2.18451 -4.38529
N -2.25092 1.79993 -6.60663
H -2.75878 3.12734 -4.55569
H -2.37535 1.85792 -3.43093
H -2.01904 1.17614 -7.36863
H -2.55419 2.73586 -6.81680
C 1.35319 2.78257 -3.93173
O 0.32062 3.32745 -4.28854
N 2.50683 3.45256 -3.75837
N 1.42998 1.46336 -3.67986
H 3.36717 3.02140 -3.46511
H 2.49252 4.44809 -3.93740
H 0.58363 0.92190 -3.79832
H 2.27106 0.99657 -3.38524
C -4.04761 3.58159 3.66698
O -4.21964 2.42943 3.30180
N -3.14010 4.39665 3.09961
N -4.75013 4.13945 4.66942
H -2.98398 5.34819 3.38647
H -2.58980 4.01587 2.34098
H -5.44380 3.55988 5.12379
H -4.62281 5.08638 4.98443
C -1.62647 -4.96214 9.61124
O -1.63155 -5.20318 10.80802
N -1.52998 -3.71297 9.12125
N -1.71685 -5.92402 8.67516
H -1.52413 -3.49463 8.13922
H -1.45991 -2.95925 9.79233
H -1.79125 -6.87871 9.00157
H -1.71440 -5.74527 7.68513
*
```

***

Molecular formula: C3H3N3O2
Method: DFT, ωB97M-V/def2-TZVPD

Output
molar mass	113.08	g mol⁻¹
E_LUMO	-1.52	eV
SMILES	[H]/N=c1/[nH]c(C=O)no1

ORCA input file:
```
! wB97M-V def2-TZVPD RIJCOSX def2/J DEFGRID3
* xyz 0 1
C 1.01736 -1.00965 0.03021
C -0.36834 0.64159 0.25015
C -1.27396 1.68187 -0.27096
H 2.29030 -2.35141 0.20524
H 0.38715 0.51271 -1.55593
H -1.42390 2.58408 0.51345
N 1.94095 -1.78976 -0.48441
N 0.37471 -0.08786 -0.56747
N -0.42258 -0.01913 1.40556
O -1.76940 1.65327 -1.51662
O 0.42497 -1.07214 1.30475
*
```

***

Molecular formula: C3H2N2
Method: DFT, ωB97M-V/def2-TZVPD

Output
molar mass	66.06	g mol⁻¹
E_LUMO (alpha / beta)	-1.98 / -1.17	eV

ORCA input file:
```
! wB97M-V def2-TZVPD RIJCOSX def2/J DEFGRID3
* xyz 0 1
C -0.10840 0.80400 1.16393
C -0.12170 -0.85136 -0.73055
C 0.43876 0.41027 -0.01905
N -0.43901 1.04538 2.24898
N -1.12657 -0.74886 -1.43386
H 0.43225 -1.77620 -0.55957
H 0.92467 1.11676 -0.66988
*
```

***

Molecular formula: C24H68CaCl2O28P4S4
Method: DFT, ωB97M-V/def2-TZVPD

Output
molar mass	1167.93	g mol⁻¹
E_LUMO	0.11	eV

ORCA input file:
```
! wB97M-V def2-TZVPD RIJCOSX def2/J DEFGRID3
* xyz 0 1
Ca 2.38291 -1.24639 0.01034
Cl -0.13633 -0.37526 0.33256
Cl 2.01510 -3.76796 -0.69995
O 3.40548 -1.03326 -4.61812
S 2.31094 -0.88789 -3.64275
O 2.52731 -0.64290 -2.23368
O 1.29917 0.31852 -4.12039
C 0.15863 0.69969 -3.29680
C -0.82882 1.65584 -3.96369
C 1.09938 -2.30047 -3.85801
H 0.54970 1.16459 -2.39179
H -0.39646 -0.21510 -3.08914
H -0.35892 2.62865 -4.10830
H -1.67360 1.67601 -3.27519
H -1.16949 1.30387 -4.93743
H 0.46907 -2.24581 -2.97042
H 1.67854 -3.20657 -4.03596
H 0.63459 -2.01172 -4.80072
O -4.50582 3.57982 1.97073
S -3.39467 2.63086 2.22445
O -1.96667 3.04110 2.22076
O -3.68744 1.64961 3.56630
C -2.71871 0.72730 3.98974
C -3.32807 -0.07452 5.19899
C -3.64750 1.28015 0.94280
H -1.95169 1.37544 4.41365
H -2.24882 0.09340 3.23777
H -3.65104 0.70216 5.89222
H -2.57491 -0.71245 5.66147
H -4.19976 -0.65688 4.90048
H -3.53396 1.71403 -0.05066
H -4.63347 0.83627 1.08039
H -2.85537 0.53482 1.01437
O -6.71939 -2.49463 -5.95397
S -6.61737 -2.33158 -4.50109
O -7.32848 -3.19371 -3.53754
O -5.06987 -2.16913 -4.06448
C -4.64331 -2.56285 -2.72093
C -3.71683 -1.50580 -2.16983
C -7.13379 -0.54745 -4.20179
H -4.17055 -3.54220 -2.64699
H -5.44788 -2.64374 -1.99002
H -3.13566 -1.88389 -1.32876
H -4.30356 -0.66472 -1.80047
H -2.94380 -1.08730 -2.81433
H -6.41140 0.14684 -4.63099
H -7.20420 -0.40386 -3.12358
H -8.09149 -0.38467 -4.69616
O -2.60043 8.28005 -0.95050
S -3.68119 7.42791 -1.47703
O -4.54097 7.77088 -2.59915
O -3.09870 5.88074 -1.66372
C -2.19290 5.23532 -0.72917
C -1.77699 3.82471 -1.24483
C -4.73507 6.92089 -0.09893
H -2.73444 5.12070 0.20982
H -1.26146 5.78934 -0.61263
H -1.09639 4.00515 -2.07689
H -2.63364 3.29260 -1.65848
H -1.23692 3.26435 -0.48166
H -5.21872 6.02033 -0.47729
H -5.51267 7.67030 0.04880
H -4.13968 6.81222 0.80761
C 6.81179 -3.33671 0.72569
O 7.07738 -2.31342 -0.25975
P 5.92722 -1.44464 -0.98425
O 4.59181 -1.57612 -0.33808
O 6.46714 0.08211 -1.11666
C 5.77583 0.93262 -2.07086
O 5.98794 -2.03246 -2.51518
C 5.81480 -3.47834 -2.78035
H 7.19799 -4.33494 0.51958
H 5.76538 -3.44547 1.01081
H 7.37677 -2.94491 1.57150
H 5.87451 1.96468 -1.73439
H 4.71561 0.67956 -2.07280
H 6.06173 0.98507 -3.12138
H 6.84275 -3.84071 -2.77051
H 5.50227 -3.58243 -3.81938
H 5.15703 -3.96214 -2.05829
C -0.60820 -4.24085 1.70643
O -1.67871 -5.15855 1.77530
P -3.07199 -5.08591 0.88156
O -3.78927 -6.39868 0.80081
O -3.86564 -3.93863 1.78921
C -3.45815 -2.58089 1.89269
O -2.54976 -4.40031 -0.47428
C -1.72644 -5.08643 -1.39791
H -0.43999 -3.80558 2.69149
H -0.73989 -3.48572 0.93149
H 0.31784 -4.73192 1.40741
H -4.17975 -1.97946 1.33982
H -2.47159 -2.40439 1.46415
H -3.52190 -2.26597 2.93426
H -2.39684 -5.27261 -2.23696
H -1.35180 -6.04231 -1.03179
H -0.86751 -4.53244 -1.77663
C 4.71901 0.67325 3.65084
O 4.26762 -0.52801 4.34548
P 3.01589 -1.44353 3.77734
O 2.86985 -1.37063 2.29109
O 3.18138 -2.91303 4.42298
C 3.09504 -3.11722 5.81651
O 1.79341 -0.83772 4.53949
C 0.50862 -1.16330 4.12743
H 4.21409 1.55957 4.03503
H 4.60806 0.57552 2.57091
H 5.77004 0.89561 3.83521
H 2.17691 -2.72848 6.25698
H 3.95252 -2.63734 6.28824
H 3.06539 -4.18055 6.05431
H -0.16654 -1.37445 4.95669
H 0.60788 -2.05565 3.50940
H 0.09882 -0.37786 3.49241
C 2.14512 4.36798 -1.48758
O 2.23275 2.94405 -1.21729
P 3.01538 2.41419 0.12552
O 3.07522 0.93809 0.26193
O 4.49448 3.02624 -0.06566
C 5.50941 2.82271 0.94189
O 2.42704 3.25692 1.43690
C 1.15097 2.92969 2.08312
H 1.09661 4.64113 -1.36877
H 2.42025 4.54227 -2.52778
H 2.67275 5.00452 -0.77729
H 6.17069 3.68602 0.86776
H 6.08585 1.91127 0.78352
H 5.11983 2.85210 1.95947
H 0.48227 2.48932 1.34351
H 0.76280 3.82681 2.56541
H 1.14080 2.14808 2.84278
*
```

***

Copy entry 3 word for word.
Molecular formula: C3H2N2
Method: DFT, ωB97M-V/def2-TZVPD

Output
molar mass	66.06	g mol⁻¹
E_LUMO (alpha / beta)	-1.98 / -1.17	eV

ORCA input file:
```
! wB97M-V def2-TZVPD RIJCOSX def2/J DEFGRID3
* xyz 0 1
C -0.10840 0.80400 1.16393
C -0.12170 -0.85136 -0.73055
C 0.43876 0.41027 -0.01905
N -0.43901 1.04538 2.24898
N -1.12657 -0.74886 -1.43386
H 0.43225 -1.77620 -0.55957
H 0.92467 1.11676 -0.66988
*
```

***

- Which value of molar mass does entry 3 give?
  66.06 g mol⁻¹